The following is a quantum chemistry calculation of a single C8H10F3NO3 molecule in a non-equilibrium geometry, from the Open Molecules 2025 dataset.

Structure (XYZ):
```
25
Properties=species:S:1:pos:R:3:forces:R:3:nbo_charge:R:1
C 1.03526 -0.13343 -2.97240 -2.3 1.6 0.5 -0.615
C 0.33417 0.51185 -1.73138 -3.1 0.2 -3.2 0.264
C -0.89152 1.29955 -2.34451 0.6 1.3 0.5 -0.635
C -0.13018 -0.43323 -0.61061 0.3 -0.7 -2.2 -0.434
C -0.26355 0.45369 0.55812 0.7 -0.7 0.6 -0.179
N 0.16405 -0.27606 1.75753 0.8 -0.2 2.0 -0.600
C -0.70848 -0.78904 2.70223 0.6 0.2 -2.2 0.581
O -1.87259 -0.62747 2.55907 -2.4 0.0 0.7 -0.555
C -0.12866 -1.75247 3.76922 -0.8 0.8 1.2 0.916
F -0.03218 -3.02098 3.27217 0.1 1.7 1.1 -0.300
F 1.08655 -1.22604 4.07810 -0.4 -1.3 0.4 -0.320
F -0.92864 -1.74459 4.94982 2.0 -0.4 -2.8 -0.317
C 0.64948 1.58633 0.17930 2.1 0.5 2.5 0.774
O 1.10327 2.28802 1.05487 -0.2 0.3 -1.6 -0.547
O 1.04838 1.54889 -1.11336 0.9 0.3 1.6 -0.471
H 1.80121 -0.76888 -2.77094 2.4 -1.8 1.0 0.211
H 1.41446 0.62888 -3.62369 0.1 0.6 -0.3 0.225
H 0.30813 -0.71141 -3.55265 -0.1 0.2 0.3 0.220
H -1.51373 0.71545 -2.96236 -0.7 -1.1 -0.6 0.209
H -1.55627 1.73785 -1.55587 0.7 -0.2 -0.5 0.203
H -0.53278 2.13648 -3.01551 -0.2 -0.8 1.0 0.224
H -1.08561 -0.94142 -0.87481 1.1 -0.1 0.1 0.244
H 0.77597 -1.06085 -0.47412 -1.0 -0.4 0.2 0.223
H -1.22030 0.91133 0.68108 -0.9 -0.2 0.4 0.262
H 1.14354 -0.33244 2.04069 -0.3 0.4 -0.7 0.417
```
Positions in Å, forces in eV/Å.

HOMO-LUMO gap: 10.939 eV
SMILES: CC1(C)C[C@@H](NC(=O)C(F)(F)F)C(=O)O1



The following is a quantum chemistry calculation of 3 unconnected molecules or ions with the total composition C8H10F6IO4 in a non-equilibrium geometry, from the Open Molecules 2025 dataset.

Structure (XYZ):
```
29
Properties=species:S:1:pos:R:3:forces:R:3:nbo_charge:R:1
I 69.15800 45.84400 37.63000 -0.3 -0.1 -1.5 -0.972
C 74.69200 50.29100 37.25900 -2.2 1.6 0.5 -0.653
C 74.53700 48.82300 36.90400 -4.3 2.9 0.7 -0.058
O 73.41700 48.34600 37.69900 0.4 -2.1 3.5 -0.505
C 73.65800 47.69600 38.97300 0.9 0.8 -1.7 0.711
O 74.73400 47.50500 39.50400 -1.8 0.6 -1.5 -0.550
C 72.32200 47.21500 39.67400 -0.5 -0.5 -1.0 0.905
F 71.60500 46.32500 38.88900 2.7 1.3 2.3 -0.276
F 72.72400 46.73700 40.88800 -0.7 -0.4 -1.2 -0.322
F 71.49800 48.22400 39.92900 0.2 0.3 -0.1 -0.303
H 74.95500 50.56000 38.29300 0.2 -1.0 -0.1 0.218
H 73.68200 50.79100 37.17600 0.7 -0.8 0.0 0.220
H 75.27800 50.96300 36.67600 1.0 -0.2 -1.0 0.213
H 75.36000 48.31700 37.05200 4.2 -2.9 1.0 0.179
H 74.14300 48.60700 35.93500 0.1 0.4 -0.9 0.201
C 68.08600 42.47200 44.18400 -3.8 2.4 -0.2 -0.625
C 68.69100 43.08700 42.91700 -7.5 -7.3 -2.8 -0.027
O 67.63700 43.62100 42.02300 -1.9 -0.9 2.3 -0.512
C 67.85900 44.39000 41.00400 3.7 1.3 -1.8 0.694
O 69.00200 44.68600 40.63400 -3.5 -0.5 1.0 -0.524
C 66.49800 44.93300 40.30500 1.9 1.3 -1.4 0.915
F 65.82400 43.92400 39.62000 0.8 1.9 1.4 -0.322
F 65.73000 45.58400 41.19200 -0.6 -1.3 0.4 -0.323
F 66.85900 45.95400 39.46300 -1.0 -2.2 0.9 -0.288
H 68.76900 41.94800 44.75000 2.3 -0.4 1.3 0.212
H 67.28600 41.55600 44.11800 1.3 2.9 -0.5 0.225
H 67.72000 43.49900 44.76300 0.3 -3.2 -0.9 0.211
H 69.08300 42.30800 42.31400 0.9 -0.8 -0.5 0.184
H 69.33800 43.72100 43.06200 6.6 6.8 1.8 0.173
```
Positions in Å, forces in eV/Å.

Charge: -1
HOMO-LUMO gap: 5.303 eV



The following is a quantum chemistry calculation of a molecular structure, C8H10F6N2O2SSbSe3SnTe, from the Open Molecules 2025 dataset.

Structure (XYZ):
```
35
Properties=species:S:1:pos:R:3:forces:R:3:nbo_charge:R:1
Sn 0.29122 0.79993 -0.09176 0.1 0.0 0.1 1.262
S 2.90157 0.57062 0.81702 0.0 -0.2 0.1 -0.418
C 2.89142 -1.17454 0.92785 0.0 0.0 0.0 0.107
C 3.72769 -1.94658 0.10657 0.0 0.0 0.0 -0.263
C 3.65473 -3.31865 0.15280 0.0 0.0 0.0 -0.154
C 2.76202 -3.92840 1.03029 0.0 0.0 0.0 -0.301
C 1.97719 -3.11243 1.81663 0.0 0.0 0.0 0.052
N 2.04688 -1.78092 1.77604 -0.1 0.0 0.0 -0.515
H 4.38018 -1.43606 -0.58698 0.0 0.0 0.0 0.220
H 4.26851 -3.91622 -0.51107 0.0 0.0 0.0 0.199
H 2.65245 -5.00308 1.07887 0.0 0.0 0.0 0.204
H 1.23484 -3.51566 2.49735 0.0 0.0 0.0 0.223
N -2.09147 -0.05575 -0.02941 0.0 0.0 0.0 -0.896
C -2.23204 -1.44918 -0.46925 0.0 0.0 0.0 -0.228
C -1.52122 -1.67616 -1.80270 0.0 0.0 0.0 -0.540
C -0.02589 -1.92019 -1.65662 0.0 0.0 0.0 0.817
O 0.51137 -2.83901 -2.24901 0.0 0.0 0.0 -0.655
O 0.62473 -1.11766 -0.85564 0.0 0.0 0.0 -0.941
H -2.42582 0.06953 0.92265 0.0 0.0 0.0 0.399
H -2.59729 0.58604 -0.63467 0.0 0.0 0.0 0.392
H -3.28675 -1.73227 -0.56138 0.0 0.0 0.0 0.169
H -1.79842 -2.07417 0.31337 0.0 0.0 0.0 0.236
H -1.65891 -0.80569 -2.45203 0.0 0.0 0.0 0.246
H -1.93788 -2.53955 -2.31917 0.0 0.0 0.0 0.218
Se -1.41592 3.21407 2.47065 0.1 0.0 0.0 -0.250
Se -1.91611 1.26617 3.46327 0.0 -0.1 0.1 -0.192
Te 0.15402 -0.36295 2.83418 0.0 0.1 -0.2 0.381
Se -1.27339 -2.35003 3.15900 0.0 0.1 0.0 -0.800
F 0.44168 3.26610 -2.57421 0.0 0.0 0.0 -0.682
Sb -1.09793 2.86257 -3.59056 0.0 0.0 -0.1 3.179
F -0.64284 1.02121 -3.50295 0.0 0.0 0.0 -0.691
F -2.63671 2.45162 -4.62045 0.0 0.0 0.0 -0.695
F -0.11428 3.05791 -5.19748 0.0 0.0 0.0 -0.693
F -1.56204 4.69934 -3.63067 0.0 0.0 0.0 -0.693
F -2.11886 2.62235 -2.00457 0.0 0.0 0.1 -0.696
```
Positions in Å, forces in eV/Å.

2S+1: 2
Charge: -2
HOMO-LUMO gap (spin up / spin down): 6.333 / 5.304 eV



The following is a quantum chemistry calculation of a single C8H10FN molecule in a non-equilibrium geometry, from the Open Molecules 2025 dataset.

Structure (XYZ):
```
20
Properties=species:S:1:pos:R:3:forces:R:3:nbo_charge:R:1
C 0.40379 2.45019 0.14792 0.2 1.4 -0.5 -0.635
C 0.63426 1.01487 0.16699 1.7 -0.7 -0.5 0.008
C 1.91379 0.47914 0.45041 -1.6 -2.6 0.0 -0.231
C 1.98901 -0.96475 0.57905 0.7 1.9 -1.5 -0.171
C 0.88989 -1.75231 0.22075 1.1 -1.5 2.1 -0.237
C -0.35030 -1.18913 -0.04294 1.1 -0.2 -1.6 0.006
C -1.44596 -2.02108 -0.56897 -2.7 -1.8 2.3 -0.635
C -0.43555 0.20077 -0.18210 -0.8 -0.3 1.9 0.046
N -1.78167 0.69855 -0.37938 0.3 -1.1 -2.5 -0.246
F -2.25939 1.47240 0.65557 0.1 0.8 0.7 -0.250
H -0.19474 2.71615 -0.73217 0.3 0.2 0.1 0.212
H -0.22099 2.66601 0.98486 -0.4 0.6 0.7 0.238
H 1.31502 3.06632 0.21171 -0.3 -0.3 -0.1 0.217
H 2.79127 1.10828 0.49956 -0.1 0.0 0.3 0.217
H 2.98681 -1.44085 0.67894 -0.8 0.4 0.3 0.214
H 1.04193 -2.88138 0.40614 -0.6 1.8 -0.8 0.215
H -2.23540 -2.24829 0.32478 1.2 1.2 -2.1 0.225
H -1.90096 -1.49338 -1.43288 -0.1 -1.0 0.7 0.236
H -1.20639 -3.09965 -0.71789 0.5 1.0 -0.6 0.224
H -1.93444 1.21816 -1.27032 0.3 0.0 1.3 0.347
```
Positions in Å, forces in eV/Å.

HOMO-LUMO gap: 9.740 eV
SMILES: Cc1cccc(C)c1NF